# 1
# C5H11NO

2 unconnected molecules or ions with the total composition C5H11NO (ωB97M-V/def2-TZVPD, the OMol25 dataset).

Output
**Spin multiplicity**: 1
**ΔE to the lowest compared entry with this formula, charge and spin**: 5.7489 eV
**Max |F|**: 0.8 eV/Å
**Orbital gap (spin up / spin down)**: 8.44 / 8.44 eV

Bonds (Å) are listed after each position.
Geometry (Å):
1 C 0.51 1.70 -2.05  C2 1.508, H8 1.095, H9 1.095, H10 1.094
2 C -0.49 1.00 -1.17  C1 1.508, C3 1.484, N4 1.454, H11 1.093
3 C -0.72 -0.47 -1.13  C2 1.484, N4 1.336, H12 1.079
4 N 0.02 0.09 -0.16  C2 1.454, C3 1.336, C5 1.299
5 C 0.49 0.11 1.05  N4 1.299, C6 1.501, H14 1.086
6 C 0.94 -1.15 1.74  C5 1.501, O7 1.414, H16 1.084, H17 1.083
7 O 0.01 -2.06 2.31  C6 1.414, H18 0.954
8 H 0.92 2.60 -1.58  C1 1.095
9 H 0.01 2.01 -2.98  C1 1.095
10 H 1.32 1.02 -2.32  C1 1.094
11 H -1.30 1.64 -0.79  C2 1.093
12 H -0.45 -1.28 -1.78  C3 1.079
13 H -2.03 -0.95 0.41  H15 0.766
14 H 0.72 1.07 1.49  C5 1.086
15 H -2.16 -0.91 1.16  H13 0.766
16 H 1.50 -1.78 1.06  C6 1.084
17 H 1.58 -0.91 2.57  C6 1.083
18 H -0.87 -1.73 2.17  O7 0.954

Atomic partial charges in e from the natural (NBO) method, atoms 1 to 8:
1. C -0.64
2. C -0.05
3. C -0.22
4. N -0.21
5. C -0.07
6. C -0.12
7. O -0.72
8. H 0.21

# 2
# C4H14N2O

2 unconnected molecules or ions with the total composition C4H14N2O at a distorted geometry (ωB97M-V/def2-TZVPD, the OMol25 dataset).

Output
**Spin multiplicity**: 1
**SMILES**: CCNCCN.O
**ΔE to the lowest compared entry with this formula, charge and spin**: 2.4709 eV
**Max |F|**: 4.4 eV/Å
**Orbital gap**: 9.65 eV

Bonds (Å) are listed after each position.
Geometry (Å):
1 C -1.77 -1.44 0.07  C2 1.568, H7 1.180, H8 1.122, H9 1.098
2 C -0.94 -0.86 -1.12  C1 1.568, N3 1.485, H10 1.134, H11 1.071
3 N 0.51 -1.18 -0.99  C2 1.485, C4 1.440, H12 1.039
4 C 1.35 -0.05 -0.70  N3 1.440, C5 1.643, H13 1.070, H14 1.188
5 C 1.59 0.33 0.88  C4 1.643, N6 1.482, H15 1.118, H16 1.157
6 N 0.34 0.82 1.51  C5 1.482, H17 1.013, H18 1.021
7 H -1.28 -2.48 0.35  C1 1.180
8 H -1.68 -0.87 1.03  C1 1.122
9 H -2.82 -1.34 -0.25  C1 1.098
10 H -1.32 -1.43 -2.02  C2 1.134
11 H -1.21 0.17 -1.20  C2 1.071
12 H 0.75 -1.92 -0.31  N3 1.039
13 H 2.17 -0.13 -1.38  C4 1.070
14 H 0.76 0.91 -1.07  C4 1.188
15 H 2.47 0.92 1.20  C5 1.118
16 H 1.98 -0.67 1.32  C5 1.157
17 H -0.40 0.12 1.50  N6 1.013
18 H 0.48 0.93 2.52  N6 1.021
19 O -0.69 2.77 -0.42  H20 0.940, H21 0.960
20 H -0.14 3.12 -1.10  O19 0.940
21 H -0.15 2.28 0.20  O19 0.960

Atomic partial charges in e from the natural (NBO) method, atoms 1 to 8:
1. C -0.61
2. C -0.23
3. N -0.65
4. C -0.23
5. C -0.25
6. N -0.86
7. H 0.20
8. H 0.17

# 3
# C4H35NO13

13 unconnected molecules or ions with the total composition C4H35NO13 at a distorted geometry (ωB97M-V/def2-TZVPD, the OMol25 dataset).

Output
**Spin multiplicity**: 1
**ΔE to the lowest compared entry with this formula, charge and spin**: 3.7986 eV
**Max |F|**: 2.7 eV/Å
**Orbital gap**: 9.05 eV

Bonds (Å) are listed after each position.
Geometry (Å):
1 C 0.39 0.10 -2.74  N2 1.478, H7 1.085, H8 1.088, H9 1.092
2 N 0.32 1.18 -1.73  C1 1.478, C3 1.456, C4 1.471
3 C 0.67 2.48 -2.26  N2 1.456, H10 1.098, H11 1.089, H12 1.084
4 C 1.02 0.75 -0.50  N2 1.471, C5 1.550, H13 1.110, H14 1.083
5 C 0.79 1.69 0.71  C4 1.550, O6 1.453, H15 1.080, H16 1.089
6 O -0.03 0.93 1.64  C5 1.453, H17 0.955
7 H 0.62 0.56 -3.70  C1 1.085
8 H 1.20 -0.56 -2.46  C1 1.088
9 H -0.47 -0.57 -2.69  C1 1.092
10 H 1.59 2.49 -2.87  C3 1.098
11 H 1.02 3.17 -1.49  C3 1.089
12 H -0.22 2.88 -2.73  C3 1.084
13 H 2.12 0.80 -0.61  C4 1.110
14 H 0.73 -0.28 -0.38  C4 1.083
15 H 0.35 2.63 0.43  C5 1.080
16 H 1.76 1.84 1.19  C5 1.089
17 H 0.58 0.63 2.31  O6 0.955
18 H -1.92 -3.84 -1.93  O20 0.950
19 H -3.33 -3.48 -2.11  O20 0.966
20 O -2.61 -3.95 -2.57  H18 0.950, H19 0.966
21 H 2.15 -1.65 1.38  O23 0.951
22 H 3.60 -1.31 1.71  O23 0.973
23 O 3.02 -1.64 1.00  H21 0.951, H22 0.973
24 H -2.86 2.42 -1.69  O26 0.967
25 H -1.78 1.28 -1.68  O26 0.974
26 O -2.66 1.54 -1.37  H24 0.967, H25 0.974
27 H 4.35 -0.52 0.30  O29 0.981
28 H 5.05 0.70 -0.08  O29 0.973
29 O 5.24 -0.13 0.40  H27 0.981, H28 0.973
30 H -0.41 -3.39 -0.67  O32 0.965
31 H -0.52 -3.24 0.89  O32 0.959
32 O -0.88 -2.96 0.05  H30 0.965, H31 0.959
33 H 3.08 -0.80 3.00  O35 0.953
34 H 2.33 -0.10 4.05  O35 0.923
35 O 2.42 -0.12 3.14  H33 0.953, H34 0.923
36 H -0.10 -2.45 3.30  O38 0.965
37 H 0.31 -1.39 2.24  O38 0.953
38 O 0.59 -2.18 2.69  H36 0.965, H37 0.953
39 H -4.95 -0.63 2.52  O41 0.960
40 H -4.43 0.69 1.76  O41 0.974
41 O -4.18 -0.14 2.20  H39 0.960, H40 0.974
42 H 2.43 -2.01 -3.52  O44 0.953
43 H 3.90 -2.13 -3.43  O44 0.968
44 O 3.22 -1.61 -3.88  H42 0.953, H43 0.968
45 H -2.13 -2.70 1.99  O47 0.956
46 H -2.69 -1.31 2.39  O47 0.971
47 O -2.24 -2.10 2.73  H45 0.956, H46 0.971
48 H -1.48 3.93 -0.41  O50 0.964
49 H -2.85 3.76 0.35  O50 0.969
50 O -2.13 4.38 0.14  H48 0.964, H49 0.969
51 H -2.93 2.11 1.68  O53 0.969
52 H -3.37 1.95 0.21  O53 0.989
53 O -3.67 2.29 1.09  H51 0.969, H52 0.989

Atomic partial charges in e from the natural (NBO) method, atoms 1 to 8:
1. C -0.42
2. N -0.49
3. C -0.43
4. C -0.23
5. C -0.08
6. O -0.75
7. H 0.21
8. H 0.18

# 4
# C50H62Cl6F6NO30S2

12 unconnected molecules or ions with the total composition C50H62Cl6F6NO30S2 at a distorted geometry (ωB97M-V/def2-TZVPD, the OMol25 dataset).

Output
**Spin multiplicity**: 2
**Max |F|**: 7.5 eV/Å
**Orbital gap (spin up / spin down)**: 6.79 / 3.15 eV

Bonds (Å) are listed after each position.
Geometry (Å):
1 C 3.26 -1.21 0.20  F2 1.299, F3 1.312, F4 1.387, S5 1.929
2 F 4.51 -0.85 0.07  C1 1.299
3 F 3.02 -2.44 -0.18  C1 1.312
4 F 2.81 -0.85 1.46  C1 1.387
5 S 2.32 -0.02 -1.00  C1 1.929, O6 1.390, O7 1.479, N8 1.712, S9 2.400
6 O 2.54 1.22 -0.42  S5 1.390
7 O 2.96 -0.32 -2.30  S5 1.479
8 N 0.75 -0.68 -0.85  S5 1.712, S9 1.550
9 S 0.06 0.45 -1.66  S5 2.400, N8 1.550, O10 1.422, O11 1.476, C12 1.917
10 O 0.13 1.77 -1.13  S9 1.422
11 O 0.17 0.36 -3.12  S9 1.476
12 C -1.77 0.13 -1.21  S9 1.917, F13 1.310, F14 1.313, F15 1.342
13 F -2.24 -0.99 -1.72  C12 1.310
14 F -1.84 0.10 0.10  C12 1.313
15 F -2.61 1.10 -1.60  C12 1.342
16 Cl 0.54 6.55 0.69  C17 1.765
17 C 1.13 5.03 0.02  Cl16 1.765, C18 1.491, H20 1.090, H21 1.090
18 C 2.19 4.53 0.94  C17 1.491, Cl19 1.795, H22 1.090, H23 1.090
19 Cl 3.68 5.47 0.61  C18 1.795
20 H 1.29 5.12 -1.06  C17 1.090
21 H 0.36 4.26 0.10  C17 1.090
22 H 2.42 3.51 0.63  C18 1.090
23 H 2.00 4.56 2.01  C18 1.090
24 Cl -0.95 -2.36 -6.24  C25 1.781
25 C -1.81 -0.80 -6.26  Cl24 1.781, C26 1.495, H28 1.090, H29 1.090
26 C -3.10 -0.94 -5.52  C25 1.495, Cl27 1.785, H30 1.090, H31 1.090
27 Cl -3.71 0.71 -5.22  C26 1.785
28 H -1.85 -0.49 -7.30  C25 1.090
29 H -1.26 0.02 -5.80  C25 1.090
30 H -2.98 -1.46 -4.57  C26 1.090
31 H -3.78 -1.65 -5.98  C26 1.090
32 Cl 2.49 2.82 -3.14  C33 1.853
33 C 2.50 2.42 -4.95  Cl32 1.853, C34 1.531, H36 1.090, H37 1.090
34 C 3.54 1.35 -5.29  C33 1.531, Cl35 1.902, H38 1.090, H39 1.090
35 Cl 5.30 2.02 -5.00  C34 1.902
36 H 2.70 3.27 -5.59  C33 1.090
37 H 1.55 1.96 -5.23  C33 1.090
38 H 3.29 1.09 -6.32  C34 1.090
39 H 3.46 0.41 -4.75  C34 1.090
40 C -3.05 -3.75 2.00  O41 1.450, H46 1.090, H47 1.090, H48 1.090
41 O -1.86 -4.37 2.56  C40 1.450, C42 1.483
42 C -1.17 -4.99 1.41  O41 1.483, C43 1.484, H49 1.090, H50 1.090
43 C 0.27 -4.69 1.62  C42 1.484, O44 1.430, H51 1.090, H52 1.090
44 O 0.59 -4.31 2.96  C43 1.430, C45 1.477
45 C 2.07 -4.34 2.93  O44 1.477, H53 1.090, H54 1.090, H55 1.090
46 H -2.73 -2.77 1.67  C40 1.090
47 H -3.82 -3.48 2.72  C40 1.090
48 H -3.48 -4.34 1.18  C40 1.090
49 H -1.47 -4.60 0.44  C42 1.090
50 H -1.23 -6.08 1.40  C42 1.090
51 H 0.69 -4.07 0.83  C43 1.090
52 H 0.75 -5.64 1.38  C43 1.090
53 H 2.43 -3.67 2.14  C45 1.090
54 H 2.42 -5.31 2.59  C45 1.090
55 H 2.50 -4.07 3.89  C45 1.090
56 C 7.24 -1.96 -3.70  O57 1.392, H62 1.090, H63 1.090, H64 1.090
57 O 7.61 -2.44 -2.44  C56 1.392, C58 1.391
58 C 6.73 -2.13 -1.41  O57 1.391, C59 1.571, H65 1.090, H66 1.090
59 C 7.29 -2.28 0.05  C58 1.571, O60 1.445, H67 1.090, H68 1.090
60 O 8.24 -1.25 0.38  C59 1.445, C61 1.482
61 C 9.04 -1.74 1.53  O60 1.482, H69 1.090, H70 1.090, H71 1.090
62 H 7.06 -0.89 -3.67  C56 1.090
63 H 6.34 -2.45 -4.09  C56 1.090
64 H 8.09 -2.13 -4.36  C56 1.090
65 H 5.91 -2.83 -1.61  C58 1.090
66 H 6.30 -1.13 -1.43  C58 1.090
67 H 7.67 -3.30 0.17  C59 1.090
68 H 6.60 -2.23 0.89  C59 1.090
69 H 9.50 -2.68 1.24  C61 1.090
70 H 8.40 -1.81 2.41  C61 1.090
71 H 9.85 -1.02 1.68  C61 1.090
72 C -1.67 4.05 -1.97  O73 1.454, H78 1.090, H79 1.090, H80 1.090
73 O -2.50 5.24 -2.03  C72 1.454, C74 1.437
74 C -3.88 4.90 -2.23  O73 1.437, C75 1.574, H81 1.090, H82 1.090
75 C -4.48 4.14 -0.98  C74 1.574, O76 1.423, H83 1.090, H84 1.090
76 O -4.39 4.88 0.23  C75 1.423, C77 1.454
77 C -3.10 4.95 0.88  O76 1.454, H85 1.090, H86 1.090, H87 1.090
78 H -1.66 3.53 -1.01  C72 1.090
79 H -0.62 4.29 -2.13  C72 1.090
80 H -1.97 3.26 -2.66  C72 1.090
81 H -3.91 4.41 -3.20  C74 1.090
82 H -4.46 5.80 -2.45  C74 1.090
83 H -4.20 3.09 -0.98  C75 1.090
84 H -5.56 4.03 -1.02  C75 1.090
85 H -2.85 3.99 1.34  C77 1.090
86 H -3.37 5.54 1.76  C77 1.090
87 H -2.20 5.33 0.39  C77 1.090
88 C -5.74 0.77 -2.32  C89 1.378, C94 1.472, H98 1.080
89 C -6.12 -0.37 -1.64  C88 1.378, C90 1.528, O97 1.349
90 C -7.55 -0.51 -1.12  C89 1.528, O91 1.238, C92 1.450
91 O -8.01 -1.53 -0.60  C90 1.238
92 C -8.32 0.72 -1.23  C90 1.450, C93 1.346, H99 1.080
93 C -7.87 1.83 -1.83  C92 1.346, C94 1.470, O96 1.348
94 C -6.61 1.92 -2.59  C88 1.472, C93 1.470, O95 1.266
95 O -6.35 2.86 -3.40  C94 1.266
96 O -8.56 2.98 -1.74  C93 1.348, H100 0.960
97 O -5.30 -1.42 -1.45  C89 1.349, H101 0.960
98 H -4.74 0.78 -2.72  C88 1.080
99 H -9.26 0.61 -0.70  C92 1.080
100 H -8.06 3.65 -2.22  O96 0.960
101 H -5.79 -1.95 -0.80  O97 0.960
102 C -6.69 -0.19 1.97  C103 1.361, C108 1.465, H112 1.080
103 C -5.33 -0.09 1.90  C102 1.361, C104 1.523, O111 1.381
104 C -4.61 1.20 2.30  C103 1.523, O105 1.232, C106 1.398
105 O -3.39 1.34 2.26  C104 1.232
106 C -5.46 2.30 2.38  C104 1.398, C107 1.373, H113 1.080
107 C -6.83 2.21 2.46  C106 1.373, C108 1.474, O110 1.343
108 C -7.53 0.92 2.44  C102 1.465, C107 1.474, O109 1.249
109 O -8.77 0.85 2.48  C108 1.249
110 O -7.61 3.29 2.67  C107 1.343, H114 0.960
111 O -4.53 -1.19 1.67  C103 1.381, H115 0.960
112 H -7.13 -1.14 1.74  C102 1.080
113 H -4.92 3.23 2.50  C106 1.080
114 H -8.54 3.10 2.76  O110 0.960
115 H -3.63 -0.87 1.71  O111 0.960
116 C 5.66 1.35 5.29  C117 1.376, C122 1.506, H126 1.080
117 C 4.78 0.51 4.64  C116 1.376, C118 1.503, O125 1.380
118 C 3.46 0.05 5.19  C117 1.503, O119 1.273, C120 1.504
119 O 2.61 -0.77 4.72  C118 1.273
120 C 3.19 0.49 6.60  C118 1.504, C121 1.374, H127 1.080
121 C 4.11 1.25 7.28  C120 1.374, C122 1.507, O124 1.322
122 C 5.38 1.81 6.69  C116 1.506, C121 1.507, O123 1.242
123 O 6.08 2.70 7.21  C122 1.242
124 O 3.73 1.69 8.46  C121 1.322, H128 0.960
125 O 5.02 0.16 3.33  C117 1.380, H129 0.960
126 H 6.52 1.79 4.79  C116 1.080
127 H 2.28 0.22 7.12  C120 1.080
128 H 4.39 2.29 8.80  O124 0.960
129 H 4.26 -0.26 2.93  O125 0.960
130 C 2.09 -5.50 -2.91  C131 1.355, C136 1.432, H140 1.080
131 C 2.78 -4.69 -3.76  C130 1.355, C132 1.583, O139 1.328
132 C 2.42 -3.18 -4.06  C131 1.583, O133 1.244, C134 1.405
133 O 3.07 -2.46 -4.83  C132 1.244
134 C 1.21 -2.84 -3.42  C132 1.405, C135 1.344, H141 1.080
135 C 0.60 -3.64 -2.52  C134 1.344, C136 1.527, O138 1.371
136 C 0.90 -5.10 -2.23  C130 1.432, C135 1.527, O137 1.237
137 O 0.42 -5.88 -1.39  C136 1.237
138 O -0.38 -3.14 -1.70  C135 1.371, H142 0.960
139 O 3.80 -5.13 -4.49  C131 1.328, H143 0.960
140 H 2.37 -6.54 -2.94  C130 1.080
141 H 0.77 -1.89 -3.67  C134 1.080
142 H -0.13 -2.22 -1.57  O138 0.960
143 H 4.27 -4.41 -4.93  O139 0.960
144 C -0.43 -0.15 4.92  C145 1.366, C150 1.476, H154 1.080
145 C 0.01 1.12 4.67  C144 1.366, C146 1.473, O153 1.343
146 C 0.44 1.66 3.37  C145 1.473, O147 1.257, C148 1.494
147 O 0.73 2.87 3.21  C146 1.257
148 C 0.32 0.63 2.29  C146 1.494, C149 1.344, H155 1.080
149 C -0.04 -0.64 2.50  C148 1.344, C150 1.524, O152 1.389
150 C -0.47 -1.18 3.86  C144 1.476, C149 1.524, O151 1.268
151 O -0.87 -2.34 4.19  C150 1.268
152 O 0.04 -1.66 1.57  C149 1.389, H156 0.960
153 O 0.12 1.90 5.75  C145 1.343, H157 0.960
154 H -0.72 -0.45 5.91  C144 1.080
155 H 0.63 0.92 1.30  C148 1.080
156 H 0.39 -1.22 0.79  O152 0.960
157 H 0.44 2.72 5.37  O153 0.960

Atomic partial charges in e from the Löwdin method, atoms 1 to 8:
1. C -0.62
2. F 0.18
3. F 0.17
4. F 0.09
5. S 0.64
6. O -0.27
7. O -0.29
8. N -0.28

For the records above, the corresponding electronic energy values read -326.92008, -345.48538, -1206.20003, -8410.56222 hartree.